[1]
# C7H6N2O

The molecule C7H6N2O at a distorted geometry (ωB97M-V/def2-TZVPD, the Open Molecules 2025 dataset).

Results
**Energy above the lowest of the compared OMol25 structures with the same formula, charge and spin**: 186.9 kJ/mol
**Highest occupied orbital energy**: -0.3326 Ha
**Max |F|**: 4.04 eV/Å
**2S+1**: 1
**SMILES**: CO/C=C\C=C(C#N)C#N
**Electronic energy**: -12381.419 eV

Cartesian coordinates (Å):
N1 -2.620 -2.396 2.228
N2 0.395 -4.475 -0.300
C1 -1.796 -2.373 1.400
C2 -0.165 -3.485 0.015
O1 0.893 1.370 -0.825
C3 -0.739 -2.257 0.437
C4 -0.233 1.400 -0.032
C5 -0.223 -1.064 0.025
C6 -0.771 0.207 0.438
C7 1.562 2.656 -0.982
H1 -0.673 2.326 0.260
H2 0.638 -1.065 -0.652
H3 -1.607 0.227 1.140
H4 1.985 3.021 -0.037
H5 0.978 3.458 -1.424
H6 2.377 2.450 -1.690

natural (NBO) population analysis, charges in e, atoms 1 to 5: atom 1 (N): -0.285, atom 2 (N): -0.285, atom 3 (C): 0.270, atom 4 (C): 0.270, atom 5 (O): -0.500

---

[2]
# C4H12

A 2-piece molecular cluster, C4H12 overall at a distorted geometry (ωB97M-V/def2-TZVPD, the Open Molecules 2025 dataset).

Results
**Energy above the lowest of the compared OMol25 structures with the same formula, charge and spin**: 29.5 kJ/mol
**Highest occupied orbital energy**: -0.4343 Ha
**Max |F|**: 1.92 eV/Å
**2S+1**: 1
**SMILES**: CC.CC
**Electronic energy**: -4342.223 eV

Cartesian coordinates (Å):
C1 -0.612 -0.916 -2.798
C2 -0.184 -1.912 -1.741
H1 -1.338 -0.257 -2.360
H2 0.198 -0.312 -3.185
H3 -1.102 -1.368 -3.661
H4 0.666 -2.531 -2.010
H5 -1.001 -2.595 -1.497
H6 0.054 -1.429 -0.804
C3 0.284 0.599 2.256
C4 0.590 2.139 2.287
H7 -0.534 0.515 1.551
H8 1.177 0.087 1.913
H9 -0.051 0.269 3.232
H10 0.325 2.647 3.215
H11 -0.071 2.604 1.550
H12 1.602 2.463 2.053

natural (NBO) population analysis, charges in e, atoms 1 to 5: atom 1 (C): -0.605, atom 2 (C): -0.605, atom 3 (H): 0.201, atom 4 (H): 0.202, atom 5 (H): 0.202

---

[3]
# C17H19ClN2O

The molecule C17H19ClN2O (ωB97M-V/def2-TZVPD, the Open Molecules 2025 dataset).

Results
**Energy above the lowest of the compared OMol25 structures with the same formula, charge and spin**: 2.2 kJ/mol
**Highest occupied orbital energy**: -0.3134 Ha
**Max |F|**: 0.65 eV/Å
**2S+1**: 1
**SMILES**: O=C(CCCCCl)Nc1c2c(nc3ccccc13)CCC2
**Electronic energy**: -35489.087 eV

Cartesian coordinates (Å):
O1 -1.286 -1.258 0.563
C1 -1.227 -0.405 -0.293
N1 -0.067 0.194 -0.683
C2 1.227 -0.063 -0.195
C3 1.738 -1.325 -0.033
C4 3.088 -1.463 0.379
N2 3.904 -0.483 0.620
C5 3.420 0.774 0.496
C6 4.291 1.844 0.776
C7 3.859 3.138 0.681
C8 2.536 3.411 0.311
C9 1.668 2.390 0.025
C10 2.082 1.047 0.096
H1 0.646 2.629 -0.233
H2 2.199 4.436 0.257
H3 4.529 3.956 0.898
H4 5.299 1.602 1.070
C11 3.471 -2.910 0.428
H5 4.065 -3.141 1.311
H6 4.079 -3.142 -0.450
C12 2.126 -3.644 0.389
H7 2.189 -4.594 -0.139
H8 1.791 -3.844 1.407
C13 1.142 -2.673 -0.284
H9 0.137 -2.758 0.127
H10 1.081 -2.851 -1.363
H11 -0.139 1.011 -1.272
C14 -2.456 0.092 -1.038
C15 -3.576 0.424 -0.051
C16 -4.877 0.775 -0.767
C17 -5.992 1.129 0.202
H12 -5.678 1.901 0.904
H13 -6.888 1.454 -0.328
Cl1 -6.467 -0.289 1.178
H14 -4.717 1.637 -1.422
H15 -5.192 -0.066 -1.389
H16 -3.731 -0.439 0.598
H17 -3.267 1.263 0.577
H18 -2.223 0.959 -1.660
H19 -2.786 -0.719 -1.692

natural (NBO) population analysis, charges in e, atoms 1 to 5: atom 1 (O): -0.606, atom 2 (C): 0.694, atom 3 (N): -0.620, atom 4 (C): 0.187, atom 5 (C): -0.061

---

[4]
# C20H30O15

A 5-piece molecular cluster, C20H30O15 overall at a distorted geometry (ωB97M-V/def2-TZVPD, the Open Molecules 2025 dataset).

Results
**Energy above the lowest of the compared OMol25 structures with the same formula, charge and spin**: 181.9 kJ/mol
**Highest occupied orbital energy**: -0.3778 Ha
**Max |F|**: 3.15 eV/Å
**2S+1**: 1
**SMILES**: C[C@H]1COC(=O)O1.C[C@H]1COC(=O)O1.C[C@H]1COC(=O)O1.C[C@H]1COC(=O)O1.C[C@H]1COC(=O)O1
**Electronic energy**: -51938.865 eV

Cartesian coordinates (Å):
C1 4.879 -5.249 1.221
C2 4.335 -3.929 0.754
C3 3.733 -2.981 1.792
O1 4.321 -1.726 1.489
C4 5.246 -1.867 0.545
O2 6.089 -1.036 0.359
O3 5.245 -3.099 -0.005
H1 5.967 -5.166 1.311
H2 4.827 -6.009 0.434
H3 4.401 -5.714 2.079
H4 3.530 -4.069 0.023
H5 3.932 -3.301 2.818
H6 2.651 -2.978 1.696
C5 3.436 1.983 0.766
C6 3.667 2.970 1.902
C7 2.791 4.218 1.909
O4 1.885 3.997 3.012
C8 2.380 3.042 3.777
O5 1.925 2.760 4.856
O6 3.366 2.344 3.165
H7 2.552 1.355 0.847
H8 4.373 1.435 0.660
H9 3.353 2.499 -0.196
H10 4.700 3.310 1.793
H11 2.158 4.360 1.029
H12 3.253 5.192 2.094
C9 -4.443 6.766 -1.481
C10 -4.093 5.709 -0.479
C11 -4.134 4.289 -1.038
O7 -2.819 3.803 -0.836
C12 -2.050 4.733 -0.236
O8 -0.899 4.566 0.028
O9 -2.797 5.817 0.063
H13 -4.133 7.776 -1.197
H14 -5.500 6.819 -1.740
H15 -3.925 6.665 -2.444
H16 -4.869 5.750 0.296
H17 -4.308 4.365 -2.121
H18 -4.883 3.570 -0.710
C13 -2.887 -3.654 -2.217
C14 -2.815 -5.147 -1.923
C15 -3.355 -6.002 -3.092
O10 -2.143 -6.523 -3.662
C16 -1.072 -6.111 -2.982
O11 0.026 -6.404 -3.322
O12 -1.419 -5.450 -1.862
H19 -2.406 -3.440 -3.176
H20 -2.249 -3.055 -1.560
H21 -3.877 -3.204 -2.132
H22 -3.334 -5.365 -0.992
H23 -3.993 -5.438 -3.768
H24 -3.899 -6.893 -2.785
C17 -2.574 0.216 -0.600
C18 -1.161 0.468 -0.134
C19 -1.046 1.108 1.268
O13 0.011 0.441 1.865
C20 0.252 -0.754 1.247
O14 0.779 -1.737 1.622
O15 -0.480 -0.751 0.098
H25 -3.008 0.954 -1.281
H26 -3.223 0.291 0.276
H27 -2.698 -0.693 -1.186
H28 -0.614 1.024 -0.902
H29 -1.979 0.957 1.826
H30 -0.980 2.191 1.139

natural (NBO) population analysis, charges in e, atoms 1 to 5: atom 1 (C): -0.651, atom 2 (C): 0.061, atom 3 (C): -0.101, atom 4 (O): -0.477, atom 5 (C): 0.969

---

[5]
# C40H50AsMgN3O2

C40H50AsMgN3O2 as an isolated structure (ωB97M-V/def2-TZVPD, the Open Molecules 2025 dataset).

Results
**Energy above the lowest of the compared OMol25 structures with the same formula, charge and spin**: 0.0 kJ/mol
**Highest occupied orbital energy**: -0.2947 Ha
**Max |F|**: 0.19 eV/Å
**2S+1**: 1
**Electronic energy**: -117145.230 eV

Cartesian coordinates (Å):
Mg1 -0.262 0.429 -0.242
C1 2.417 3.429 1.362
C2 1.095 2.805 0.929
C3 1.133 2.534 -0.591
C4 -0.146 3.597 1.285
C5 -0.076 4.964 1.511
C6 -1.224 5.699 1.758
C7 -2.449 5.062 1.728
C8 -2.564 3.695 1.494
C9 -3.958 3.113 1.342
C10 -4.783 3.268 2.620
C11 -4.673 3.750 0.146
C12 -1.392 2.938 1.325
N1 -1.438 1.541 1.079
C13 -2.134 0.763 1.945
O1 -2.592 1.051 3.045
C14 -2.367 -0.647 1.404
C15 -3.235 -1.595 1.920
C16 -3.378 -2.787 1.209
C17 -2.683 -3.010 0.022
C18 -1.817 -2.017 -0.406
N2 -1.689 -0.912 0.303
C19 -0.994 -2.015 -1.691
O2 -1.123 -2.947 -2.479
N3 -0.202 -0.927 -1.798
C20 0.503 -0.754 -3.025
C21 1.851 -1.133 -3.129
C22 2.534 -0.872 -4.311
C23 1.902 -0.260 -5.381
C24 0.570 0.098 -5.273
C25 -0.146 -0.136 -4.104
C26 -1.612 0.241 -4.037
C27 -1.851 1.704 -4.414
C28 -2.445 -0.699 -4.913
C29 2.529 -1.884 -1.998
C30 2.276 -3.387 -2.157
C31 4.025 -1.604 -1.881
H1 3.246 2.758 1.126
H2 2.606 4.369 0.842
H3 2.426 3.622 2.435
H4 1.013 1.851 1.458
H5 1.535 3.399 -1.120
H6 1.780 1.688 -0.866
H7 0.126 2.424 -1.027
H8 0.883 5.466 1.501
H9 -1.162 6.762 1.949
H10 -3.351 5.644 1.878
H11 -3.872 2.050 1.127
H12 -4.947 4.323 2.853
H13 -5.762 2.800 2.499
H14 -4.273 2.799 3.460
H15 -4.831 4.819 0.300
H16 -4.093 3.627 -0.771
H17 -5.650 3.287 -0.002
H18 -3.785 -1.391 2.827
H19 -4.058 -3.545 1.576
H20 -2.803 -3.912 -0.562
H21 3.574 -1.157 -4.407
H22 2.446 -0.068 -6.297
H23 0.074 0.565 -6.116
H24 -1.944 0.109 -3.006
H25 -1.590 1.897 -5.456
H26 -2.903 1.964 -4.285
H27 -1.255 2.378 -3.793
H28 -2.164 -0.595 -5.963
H29 -2.285 -1.736 -4.617
H30 -3.508 -0.468 -4.823
H31 2.053 -1.558 -1.068
H32 2.748 -3.745 -3.075
H33 2.703 -3.950 -1.322
H34 1.210 -3.605 -2.226
H35 4.576 -1.988 -2.741
H36 4.234 -0.535 -1.797
H37 4.433 -2.104 -0.999
C32 0.729 -0.447 3.414
As1 1.333 -0.840 1.605
C33 3.257 -0.680 1.836
C34 1.086 -2.794 1.517
C35 1.973 -3.545 2.461
C36 3.222 -4.000 2.045
C37 4.069 -4.655 2.926
C38 3.680 -4.864 4.242
C39 2.434 -4.423 4.665
C40 1.588 -3.770 3.781
H38 1.343 -0.968 4.146
H39 -0.312 -0.747 3.525
H40 0.782 0.628 3.585
H41 3.585 -1.232 2.716
H42 3.508 0.374 1.948
H43 3.767 -1.069 0.955
H44 1.265 -3.084 0.481
H45 0.029 -2.964 1.732
H46 3.529 -3.844 1.017
H47 5.034 -5.006 2.583
H48 4.339 -5.376 4.930
H49 2.117 -4.593 5.686
H50 0.611 -3.439 4.115

Löwdin population analysis, charges in e, atoms 1 to 5: atom 1 (Mg): 0.581, atom 2 (C): -0.068, atom 3 (C): -0.384, atom 4 (C): -0.060, atom 5 (C): -0.139

---

[6]
# C20H31F7N5O2

A 2-piece molecular cluster, C20H31F7N5O2 overall (ωB97M-V/def2-TZVPD, the Open Molecules 2025 dataset).

Results
**Charge**: +1
**Highest occupied orbital energy**: -0.4455 Ha
**Max |F|**: 0.77 eV/Å
**2S+1**: 1
**Electronic energy**: -51801.108 eV

Cartesian coordinates (Å):
N1 0.845 -5.777 -0.732
C1 0.746 -4.940 -1.510
C2 0.491 -3.956 -2.551
C3 -0.835 -3.260 -2.209
O1 -0.672 -2.362 -1.132
N2 -1.291 -2.855 0.072
O2 -0.687 -2.539 1.003
C4 1.696 -3.000 -2.921
C5 1.052 -1.747 -3.351
N3 0.519 -0.783 -3.663
C6 2.395 -3.510 -4.204
N4 2.914 -4.860 -4.092
C7 2.679 -2.558 -1.768
F1 3.071 -1.291 -2.104
F2 2.004 -2.477 -0.596
C8 4.063 -3.238 -1.453
F3 4.656 -2.354 -0.603
F4 4.808 -3.307 -2.568
C9 4.161 -4.598 -0.690
F5 3.420 -4.562 0.410
F6 3.809 -5.630 -1.438
F7 5.437 -4.750 -0.344
H1 0.277 -4.530 -3.454
H2 -1.552 -4.033 -1.927
H3 -1.250 -2.751 -3.072
H4 1.685 -3.372 -5.023
H5 3.222 -2.834 -4.415
H6 2.269 -5.496 -3.639
H7 3.063 -5.240 -5.018
C10 -1.846 0.868 -1.086
C11 -1.847 0.483 0.392
C12 -2.680 1.418 1.272
C13 -2.333 2.900 1.283
N5 -1.098 3.333 2.038
C14 -1.035 2.777 3.441
C15 -0.206 1.508 3.354
C16 0.848 1.841 2.297
C17 0.170 2.830 1.346
C18 -1.050 4.849 2.062
C19 -2.028 5.580 2.974
C20 -3.493 5.685 2.530
H8 -1.385 1.842 -1.267
H9 -1.286 0.138 -1.668
H10 -2.863 0.903 -1.479
H11 -0.821 0.400 0.756
H12 -2.270 -0.515 0.492
H13 -2.725 1.034 2.292
H14 -3.713 1.372 0.918
H15 -3.161 3.421 1.753
H16 -2.221 3.300 0.276
H17 -0.519 3.516 4.051
H18 -2.047 2.641 3.817
H19 -0.808 0.654 3.051
H20 0.237 1.260 4.315
H21 1.201 0.954 1.774
H22 1.719 2.307 2.757
H23 -0.112 2.398 0.392
H24 0.804 3.687 1.145
H25 -1.161 5.175 1.027
H26 -0.039 5.091 2.385
H27 -1.629 6.594 3.036
H28 -1.975 5.187 3.990
H29 -3.582 5.783 1.447
H30 -3.950 6.564 2.978
H31 -4.090 4.832 2.853

natural (NBO) population analysis, charges in e, atoms 1 to 5: atom 1 (N): -0.253, atom 2 (C): 0.244, atom 3 (C): -0.351, atom 4 (C): -0.072, atom 5 (O): -0.438